# 1
# C8H20O8P2RuS4

A molecular structure, C8H20O8P2RuS4 (the ωB97M-V functional and the def2-TZVPD basis, the OMol25 dataset).

Positions of all 43 atoms, in Å:
1 Ru -0.589 -0.076 -0.241
2 S 1.554 -1.609 0.196
3 S -1.611 -2.306 0.655
4 S 0.861 1.552 -2.775
5 S 0.492 -0.924 3.625
6 P -1.479 2.743 -0.119
7 P -3.093 0.625 -1.226
8 O -2.332 -0.530 -2.107
9 O 0.726 0.279 -1.905
10 O -2.595 3.170 0.706
11 O -2.737 0.120 0.181
12 O -0.342 1.844 0.473
13 O -0.685 3.898 -0.862
14 O -1.918 1.781 -1.402
15 O -4.404 0.989 -1.719
16 C 2.413 -0.720 1.538
17 C 1.552 0.059 2.520
18 C -0.331 -3.577 0.622
19 C 2.072 2.537 -1.914
20 C 1.868 0.953 -4.123
21 C 1.047 -3.127 1.065
22 C -1.896 -1.897 2.410
23 C -1.204 -0.681 3.012
24 H -1.795 -0.391 3.883
25 H 2.174 1.808 -4.721
26 H 1.615 2.894 -0.998
27 H -1.246 0.194 2.351
28 H 1.785 -3.898 0.843
29 H 0.936 0.811 2.018
30 H 2.319 3.382 -2.551
31 H 2.232 0.619 3.167
32 H 3.010 -1.477 2.049
33 H -0.331 -3.909 -0.417
34 H -1.672 -2.801 2.978
35 H 1.255 0.288 -4.726
36 H -1.198 4.717 -0.878
37 H -2.974 -1.738 2.446
38 H 2.729 0.424 -3.723
39 H 2.952 1.928 -1.715
40 H -2.663 -0.572 -3.014
41 H -0.662 -4.424 1.225
42 H 1.055 -2.915 2.132
43 H 3.110 -0.045 1.039

Energy relative to the best compared isomer or geometry (same formula, charge and spin)   0.238 eV
Calculated total energy   -3289.05102 Ha
Spin multiplicity   6
Charge   +1

# 2
# C10H12N2

A single C10H12N2 molecule in a non-equilibrium geometry (the ωB97M-V functional and the def2-TZVPD basis, the OMol25 dataset).

Positions of all 24 atoms, in Å:
1 N -0.597 1.301 -0.090
2 N -2.827 -2.900 -0.115
3 C -2.797 1.004 0.065
4 C -1.595 0.339 0.090
5 C -2.574 2.352 -0.057
6 C 1.678 -0.747 0.075
7 C 0.355 -1.348 0.553
8 C -2.162 -2.003 0.200
9 C 2.692 -0.146 1.006
10 C -1.173 -0.992 0.368
11 C -1.217 2.500 -0.216
12 C 1.838 -0.811 -1.432
13 H -0.716 3.535 -0.290
14 H -3.777 0.570 0.280
15 H 3.434 0.389 0.364
16 H 2.875 -1.238 -1.458
17 H -3.402 2.968 -0.371
18 H 2.480 0.373 1.894
19 H 1.161 -1.515 -1.888
20 H 1.798 0.144 -1.946
21 H 0.454 -1.607 1.684
22 H 3.205 -0.967 1.298
23 H 0.518 -2.425 0.089
24 H 0.348 1.225 -0.105

Energy relative to the best compared isomer or geometry (same formula, charge and spin)   4.601 eV
Calculated total energy   -497.59319 Ha

# 3
# C40H47N12O10

5 unconnected molecules or ions with the total composition C40H47N12O10 in a non-equilibrium geometry (the ωB97M-V functional and the def2-TZVPD basis, the OMol25 dataset).

Positions of all 109 atoms, in Å:
1 O -1.905 -7.591 -4.881
2 O -4.821 -11.494 -6.979
3 O -3.627 -8.462 -5.846
4 O -0.196 -6.210 -1.990
5 O -0.134 1.629 0.750
6 O 0.306 -0.144 1.901
7 O 3.153 8.023 2.445
8 O 1.856 9.433 3.563
9 O -0.002 -4.391 -0.849
10 O -5.033 -13.317 -8.111
11 N 4.413 11.541 4.717
12 N 5.512 9.401 5.546
13 N -2.894 -8.305 -4.886
14 N -1.038 5.072 2.885
15 N -0.235 4.068 4.921
16 N 0.333 -5.142 -1.753
17 N -1.906 5.960 0.751
18 N -0.213 0.423 0.956
19 N 6.504 11.555 5.788
20 N -4.496 -12.249 -7.879
21 N -0.339 9.876 5.823
22 N -2.040 4.110 2.830
23 C 5.525 10.840 5.388
24 C 1.824 -5.535 -3.675
25 C -3.222 -9.031 -3.656
26 C -1.320 -11.050 -10.402
27 C -3.385 -11.840 -8.746
28 C 2.859 -5.125 -4.503
29 C 0.490 9.880 3.424
30 C 2.257 7.367 5.960
31 C -0.985 -0.386 0.012
32 C 0.952 6.108 4.029
33 C -1.697 -10.246 -9.334
34 C -2.727 -9.569 -1.375
35 C -3.009 -12.656 -9.805
36 C 0.224 2.930 4.428
37 C -2.425 -8.864 -2.532
38 C -1.575 0.224 -1.090
39 C 3.121 -3.118 -3.195
40 C 0.023 7.028 1.843
41 C -2.322 -0.544 -1.969
42 C -3.816 -10.432 -1.351
43 C -2.735 -10.640 -8.501
44 C 4.312 8.989 6.367
45 C 1.004 7.086 2.952
46 C -1.126 -1.749 0.239
47 C 2.086 8.202 2.943
48 C -0.450 9.467 4.622
49 C -0.124 5.087 3.941
50 C -0.778 1.731 4.396
51 C -0.990 6.005 1.852
52 C 3.830 7.610 5.793
53 C 1.655 2.736 3.861
54 C -4.612 -10.587 -2.480
55 C 1.442 -4.724 -2.614
56 C -1.973 -12.255 -10.636
57 C -4.318 -9.883 -3.639
58 C 3.504 -3.918 -4.265
59 C -1.878 -2.510 -0.644
60 C -2.477 -1.908 -1.744
61 C 2.085 -3.519 -2.364
62 C 1.927 6.002 5.233
63 H -1.282 8.745 4.403
64 H -1.462 1.284 -1.272
65 H 2.438 3.338 4.376
66 H 1.541 5.300 6.020
67 H -1.573 -8.197 -2.541
68 H -4.045 -10.988 -0.449
69 H 3.532 9.784 6.358
70 H 4.727 8.792 7.395
71 H 1.876 1.633 3.889
72 H -2.001 -3.569 -0.475
73 H -0.663 -2.228 1.093
74 H -1.834 2.098 4.371
75 H 4.175 10.955 3.911
76 H 3.161 -5.746 -5.337
77 H -0.627 1.002 5.231
78 H -0.555 1.195 3.433
79 H -4.944 -10.010 -4.514
80 H 4.309 -3.598 -4.917
81 H -2.111 -9.449 -0.493
82 H 4.042 7.497 4.693
83 H -3.512 -13.596 -9.995
84 H -1.702 6.703 0.085
85 H -2.913 4.461 3.233
86 H -2.174 3.761 1.884
87 H 6.372 9.226 6.076
88 H 1.663 3.018 2.767
89 H -0.515 -10.737 -11.057
90 H 3.628 11.632 5.363
91 H -1.675 -12.880 -11.469
92 H 1.666 8.237 5.593
93 H 2.045 7.293 7.064
94 H 1.792 -2.888 -1.535
95 H -3.069 -2.504 -2.429
96 H 4.307 6.724 6.301
97 H 6.282 12.530 5.555
98 H -2.788 -0.080 -2.830
99 H -1.736 5.054 0.296
100 H 3.629 -2.179 -3.011
101 H -5.461 -11.259 -2.457
102 H 1.327 -6.477 -3.868
103 H 0.115 7.773 1.018
104 H 2.892 5.543 4.874
105 H 0.498 11.007 3.420
106 H 0.454 10.535 5.841
107 H 0.007 9.583 2.460
108 H -1.185 -9.309 -9.153
109 H -3.023 -10.003 -7.672

Calculated total energy   -2961.15429 Ha
Charge   +1